1.
The following is a DFT calculation (the ωB97M-V functional and the def2-TZVPD basis) of 9 unconnected molecules or ions with the total composition C29H59Cl16NO3P.

```
109
Properties=species:S:1:pos:R:3:forces:R:3:lowdin_spin:R:1
C 1.3744 1.4953 -4.5392 0.38 -0.69 0.29 0.000
C 2.7874 1.1343 -4.0554 -0.17 -0.15 -0.74 0.000
C 3.0714 -0.3405 -4.3924 -0.21 0.26 0.12 0.000
C 2.4678 -1.3922 -3.4352 -0.13 0.15 -0.80 0.000
O 1.7313 -0.8138 -2.3527 0.12 -0.25 0.35 0.002
C 1.7602 -1.6196 -1.1844 0.63 -0.19 0.28 0.001
P 1.2859 -3.3755 -1.5762 -1.27 0.07 -0.70 0.000
O 0.2070 -3.5206 -2.5940 0.20 -0.07 -0.02 0.000
C 0.7276 -1.1570 -0.1613 0.08 0.07 -0.43 0.004
C 0.9690 0.2557 0.3931 -1.05 0.85 -1.33 0.027
C 0.3692 1.2930 -0.6173 0.57 0.03 0.06 0.008
C 0.1389 0.4028 1.6689 -0.14 -0.27 0.08 0.006
N 2.4327 0.5854 0.5584 -0.72 -1.43 2.75 0.351
O 2.6145 1.2878 1.6427 0.14 0.52 -1.25 0.548
C 3.3502 -0.6003 0.6237 1.49 0.00 -0.41 0.030
C 4.7855 -0.0478 0.4632 -0.47 0.32 -0.44 0.003
C 3.2971 -1.3037 2.0002 0.29 0.21 -0.50 0.015
C 3.1499 -1.6179 -0.5202 -0.61 -0.37 0.17 0.000
H 0.6232 0.9022 -4.0098 0.00 0.18 0.08 0.000
H 1.3192 1.1950 -5.5885 -0.14 0.28 -0.06 0.000
H 1.1398 2.5471 -4.4404 0.10 0.08 0.04 0.000
H 3.4778 1.7136 -4.6785 0.11 0.10 0.34 0.000
H 2.9534 1.3733 -3.0052 0.01 0.00 0.00 0.000
H 2.6179 -0.4906 -5.3765 0.26 -0.11 0.21 0.000
H 4.1451 -0.5095 -4.5223 -0.07 -0.02 0.23 0.000
H 3.2678 -2.0397 -3.0727 0.04 0.02 0.19 0.000
H 1.7870 -2.0226 -4.0176 -0.04 -0.05 0.24 0.000
H 0.7999 -3.8828 -0.3514 0.68 -0.03 0.26 0.000
H 2.4533 -4.1051 -1.8827 0.14 0.08 0.27 0.000
H -0.2503 -1.1598 -0.6533 0.00 0.04 0.13 0.001
H 0.6618 -1.8994 0.6414 0.30 0.18 0.00 0.000
H 1.1767 1.8471 -1.1032 -0.07 0.00 0.04 0.001
H -0.2464 2.0044 -0.0642 0.00 -0.26 -0.45 0.001
H -0.1918 0.8169 -1.4222 -0.11 0.00 0.17 0.000
H 0.0595 1.4395 1.9957 0.28 -0.20 0.09 0.000
H -0.8782 0.0926 1.4004 0.05 0.02 0.02 0.000
H 0.4591 -0.2544 2.4800 0.12 0.16 0.02 0.002
H 4.9278 0.8495 1.0630 -0.01 -0.17 0.22 -0.001
H 4.9121 0.2505 -0.5827 0.22 -0.07 0.11 0.001
H 5.5235 -0.8053 0.7308 -0.02 0.02 -0.07 0.000
H 2.2835 -1.4403 2.3722 0.06 -0.06 0.10 0.000
H 3.9212 -0.7346 2.6887 -0.41 0.07 0.24 0.003
H 3.7883 -2.2720 1.8786 -0.21 -0.01 0.15 0.000
H 3.2938 -2.6102 -0.0731 0.11 0.03 -0.01 0.000
H 3.9317 -1.5277 -1.2754 -0.14 0.14 0.01 0.000
Cl -0.2781 -3.2752 2.6707 -0.10 -0.07 0.04 0.000
C -0.0367 -3.7909 4.3660 -0.10 -0.03 0.13 0.000
C 1.3251 -3.3923 4.8672 0.02 0.10 0.00 0.000
Cl 2.6165 -4.2854 4.0294 0.09 -0.06 0.01 0.000
H -0.1856 -4.8657 4.4093 0.05 -0.04 -0.07 0.000
H -0.8066 -3.3096 4.9663 -0.01 0.08 -0.05 0.000
H 1.4123 -3.6058 5.9303 -0.03 -0.08 0.00 0.000
H 1.5032 -2.3313 4.7113 0.02 0.02 -0.03 0.000
Cl -5.3761 -3.3342 4.2654 -0.02 0.02 0.03 0.000
C -5.2239 -2.7534 2.5859 -0.04 -0.03 -0.09 0.000
C -3.9538 -1.9752 2.3729 0.08 -0.04 -0.08 0.000
Cl -3.9574 -0.4161 3.2381 0.02 -0.05 0.07 0.000
H -6.1005 -2.1537 2.3581 -0.02 0.04 0.07 0.000
H -5.2251 -3.6307 1.9422 0.05 -0.04 0.01 0.000
H -3.8349 -1.7473 1.3152 -0.05 0.03 -0.03 0.000
H -3.0842 -2.5339 2.7037 0.03 -0.02 0.06 0.000
Cl 0.8440 2.1597 -8.4287 0.02 0.01 0.00 0.000
C 0.3938 0.6583 -9.2743 -0.04 0.01 -0.06 0.000
C 0.3452 -0.5283 -8.3473 -0.10 -0.06 -0.01 0.000
Cl 1.9636 -0.9889 -7.7560 -0.05 -0.03 -0.17 0.000
H 1.1064 0.5015 -10.0789 0.06 0.01 0.02 0.000
H -0.5912 0.8202 -9.7078 -0.04 -0.01 0.03 0.000
H -0.0548 -1.3894 -8.8788 0.03 -0.01 -0.04 0.000
H -0.2822 -0.3330 -7.4815 0.05 0.05 0.05 0.000
Cl -3.2331 2.3329 1.2233 0.05 0.10 -0.15 0.000
C -2.6203 3.4604 2.4643 0.00 0.09 0.06 0.000
C -1.8187 4.5923 1.8735 -0.03 0.03 0.08 0.000
Cl -0.2757 4.0264 1.1866 -0.08 0.30 0.08 0.000
H -2.0295 2.8819 3.1697 0.02 -0.04 -0.01 0.000
H -3.4880 3.8599 2.9851 -0.02 0.00 -0.02 0.000
H -1.5753 5.3086 2.6553 0.05 -0.03 0.04 0.000
H -2.3631 5.1075 1.0889 -0.04 -0.04 -0.11 0.000
Cl -2.8349 0.3387 8.0595 0.02 0.01 0.01 0.000
C -4.4832 0.9753 7.8203 -0.06 0.00 0.05 0.000
C -4.7292 1.3923 6.3950 -0.14 -0.06 -0.05 0.000
Cl -3.7794 2.8326 5.9392 0.04 0.00 -0.01 0.000
H -4.6239 1.8050 8.5070 0.07 0.04 0.01 0.000
H -5.1743 0.1792 8.0897 0.00 -0.04 -0.04 0.000
H -5.7779 1.6517 6.2647 -0.02 0.04 0.05 0.000
H -4.4843 0.5953 5.7002 0.08 -0.02 -0.01 0.000
Cl -2.5574 6.1523 -3.4891 0.02 0.00 0.01 0.000
C -3.4638 4.6491 -3.7966 -0.11 -0.01 0.04 0.000
C -2.6517 3.4161 -3.4941 -0.08 -0.03 0.03 0.000
Cl -1.3053 3.2084 -4.6362 -0.22 0.07 -0.06 0.000
H -3.7839 4.6641 -4.8345 0.05 0.01 -0.04 0.000
H -4.3456 4.6717 -3.1592 0.01 0.00 0.05 0.000
H -3.2859 2.5354 -3.5803 -0.02 0.00 -0.04 0.000
H -2.2341 3.4429 -2.4919 0.05 0.07 0.05 0.000
Cl 0.8555 6.2422 3.5626 0.05 0.15 0.12 0.000
C 2.1984 5.0837 3.7493 -0.01 -0.17 -0.05 0.000
C 3.4665 5.7552 4.2048 0.04 -0.02 0.06 0.000
Cl 4.1521 6.8196 2.9510 0.00 0.03 0.00 0.000
H 2.3332 4.5760 2.7978 -0.03 0.04 -0.05 0.000
H 1.8856 4.3505 4.4900 -0.01 0.02 0.04 0.000
H 4.2168 4.9989 4.4262 0.00 -0.04 -0.04 0.000
H 3.3011 6.3531 5.0966 -0.02 0.06 -0.02 0.000
Cl -3.1897 -6.5117 -0.2892 0.00 -0.01 0.05 0.000
C -1.7341 -5.9132 -1.1357 0.00 0.22 -0.01 0.000
C -1.3113 -6.8141 -2.2616 0.06 0.03 -0.11 0.000
Cl -0.6896 -8.3814 -1.6739 -0.02 -0.02 0.00 0.000
H -0.9429 -5.8026 -0.3989 -0.01 -0.07 0.07 0.000
H -1.9759 -4.9300 -1.5329 0.03 0.00 -0.06 0.000
H -0.5076 -6.3356 -2.8171 0.02 0.06 0.03 0.000
H -2.1349 -7.0133 -2.9408 -0.04 -0.07 0.03 0.000
```
Positions in Å, forces in eV/Å.

Computed properties:
2S+1   2
HOMO (alpha / beta)   -0.32564 / -0.34923 hartree
Frontier orbital gap (alpha / beta)   9.127 / 9.480 eV

2.
The following is a DFT calculation (the ωB97M-V functional and the def2-TZVPD basis) of a single C2H4NOP molecule.

```
9
Properties=species:S:1:pos:R:3:forces:R:3:nbo_charge:R:1
C 0.5713 -0.8741 -0.3203 -0.52 2.35 1.31 -0.007
C 0.2782 0.2092 0.7081 3.20 1.65 1.32 -0.790
N 0.1882 -0.6181 -1.4911 0.78 -2.61 -0.86 -0.063
O -0.4349 0.5420 -1.6815 -0.67 2.09 0.67 -0.576
P -0.8163 1.4239 -0.2174 -0.50 -2.31 0.18 0.822
H 1.0276 -1.7542 0.0760 0.34 -0.69 -0.78 0.214
H -0.1147 -0.3073 1.5599 -0.71 0.17 0.61 0.244
H 1.3739 0.7505 1.2509 -3.13 -1.55 -2.05 0.228
H -2.0733 0.6280 0.1154 1.22 0.88 -0.40 -0.072
```
Positions in Å, forces in eV/Å.

Computed properties:
Relative energy (zero: lowest compared OMol25 entry of this formula, charge and spin)   2.3156 eV
2S+1   1
HOMO   -0.34799 hartree
SMILES   C1=NOPC1
Frontier orbital gap   10.336 eV

3.
The following is a DFT calculation (the ωB97M-V functional and the def2-TZVPD basis) of a single C6H11N2P molecule.

```
20
Properties=species:S:1:pos:R:3:forces:R:3:nbo_charge:R:1
C 2.5127 0.2322 -0.0219 1.16 -0.11 -0.67 -0.376
C 1.4919 -0.5908 -0.0524 1.05 0.21 0.57 0.061
C -0.9242 0.7773 0.5657 0.25 -0.68 -1.64 -0.030
C 1.5930 -1.7570 0.9514 -2.70 1.11 -0.48 -0.647
C -2.2580 1.3583 0.8276 -0.38 0.90 0.20 -0.670
C -1.7562 -0.1285 -1.5212 1.50 1.31 0.28 -0.438
N 0.4990 -0.4603 -1.0146 -1.95 0.47 1.09 -0.431
N -0.6692 0.0619 -0.5219 0.67 0.41 0.19 -0.045
P 4.0305 0.8479 -0.1932 -0.37 0.62 0.22 0.328
H 0.9381 -1.4019 1.8030 0.30 -1.04 -0.72 0.215
H 1.1676 -2.6643 0.4086 0.99 0.82 1.22 0.232
H 2.5845 -1.7022 1.3609 0.50 -0.88 -0.13 0.239
H -2.8987 0.6403 1.3169 -0.42 -0.37 0.20 0.224
H -2.2082 2.2483 1.5794 -0.04 -1.33 -1.88 0.242
H -2.6969 1.5312 -0.1865 -0.19 0.81 1.28 0.221
H -1.1693 -0.7718 -2.2399 -1.73 0.44 0.43 0.273
H -2.5883 -0.4760 -0.8943 -0.08 -0.47 -1.17 0.218
H -1.9561 0.9371 -1.9066 0.01 -1.83 0.11 0.212
H -0.1258 1.2104 1.0797 1.53 -0.15 0.84 0.213
H 4.4339 0.1078 -1.3408 -0.10 -0.27 0.07 -0.044
```
Positions in Å, forces in eV/Å.

Computed properties:
Relative energy (zero: lowest compared OMol25 entry of this formula, charge and spin)   4.0002 eV
2S+1   1
HOMO (alpha / beta)   -0.28548 / -0.28538 hartree
Frontier orbital gap (alpha / beta)   8.410 / 8.406 eV

4.
The following is a DFT calculation (the ωB97M-V functional and the def2-TZVPD basis) of a single C5H8N2 molecule.

```
15
Properties=species:S:1:pos:R:3:forces:R:3:nbo_charge:R:1
C -0.9934 1.4508 -0.3099 -0.16 0.13 -0.13 -0.619
C -0.3707 0.0837 -0.2105 -0.33 0.20 0.04 0.110
C -1.1050 -0.9621 0.6129 -0.01 0.04 -0.03 -0.615
N 0.3810 -0.4805 -1.3812 -0.28 -0.09 -0.44 -0.568
C 1.0666 0.0753 -0.2969 0.32 0.01 0.16 -0.035
C 2.2233 0.1152 0.2624 -0.64 -0.91 -0.01 0.297
N 3.1165 -0.4370 0.9241 0.38 0.16 0.21 -0.610
H -1.2212 1.8213 0.6964 -0.01 -0.06 -0.19 0.224
H -1.9139 1.4404 -0.8985 -0.01 0.03 0.07 0.212
H -0.2715 2.1387 -0.7591 -0.23 0.00 -0.03 0.221
H -2.1080 -1.1167 0.2008 0.10 0.03 0.02 0.217
H -0.5868 -1.9262 0.6021 0.00 0.25 -0.09 0.227
H -1.2221 -0.6503 1.6576 0.08 0.07 -0.21 0.217
H 0.3898 0.0646 -2.2377 -0.22 0.30 0.14 0.370
H 2.6457 -1.3454 1.0606 1.00 -0.16 0.48 0.353
```
Positions in Å, forces in eV/Å.

Computed properties:
Relative energy (zero: lowest compared OMol25 entry of this formula, charge and spin)   3.7066 eV
2S+1   1
HOMO   -0.30570 hartree
SMILES   CC1(C)NC1=C=N
Frontier orbital gap   9.119 eV